(1)
{"formula": "C38H37FeN5O4S7Te", "method": "ωB97M-V/def2-TZVPD", "species": ["C", "C", "C", "C", "H", "S", "H", "C", "H", "C", "H", "H", "H", "C", "H", "H", "S", "C", "N", "H", "H", "C", "N", "H", "H", "H", "C", "H", "H", "H", "S", "C", "C", "C", "H", "C", "H", "C", "S", "H", "H", "H", "H", "H", "O", "H", "C", "N", "S", "Fe", "C", "C", "H", "H", "O", "S", "C", "H", "C", "C", "H", "S", "O", "C", "C", "C", "C", "C", "C", "O", "C", "C", "C", "C", "C", "H", "C", "H", "C", "H", "N", "C", "Te", "H", "H", "C", "C", "H", "H", "H", "N", "C", "H"], "coordinates": [[1.07034, -6.11654, 0.20675], [-2.52846, 2.02196, -6.54751], [1.29969, -6.38490, 1.54684], [-0.82733, -3.72600, 3.19610], [-1.99488, -0.48507, 2.58227], [1.67668, 0.83435, -4.76759], [-3.69946, 5.44225, 0.24663], [-3.06713, 4.64039, -0.11313], [-0.77485, 0.44712, 7.60821], [3.55874, 4.21183, -0.18913], [2.86019, 0.14356, 2.21676], [-2.47854, 1.72251, -3.17751], [-0.34481, -2.74434, 3.22869], [3.86185, 3.24789, -1.32248], [6.00794, 0.25936, -0.28664], [0.81764, -5.77720, 3.54372], [1.09419, -1.00616, -2.44183], [4.91852, 0.34597, 1.60406], [-0.76084, 1.22132, -5.03540], [-1.52838, 5.94936, -0.87544], [4.73269, 1.37774, 1.30465], [0.69603, 1.20997, 4.66334], [1.17457, 1.17777, 1.90763], [1.55334, 1.71681, 4.23960], [1.22378, 1.62153, 6.70114], [0.35930, -3.83225, -1.94327], [-0.21387, -4.56765, 2.11142], [2.74025, -7.92718, 1.11697], [-5.27521, 1.07499, -0.06852], [2.89271, 5.00490, -0.53123], [2.76377, 3.27714, 1.14609], [-4.13715, 2.48900, -4.32807], [2.02050, 2.06933, 0.06082], [2.22984, -7.48993, 1.97685], [4.11540, 3.77673, -2.24255], [0.01553, 0.68749, 2.30449], [-1.89037, 1.84117, -7.39842], [3.34496, -1.35793, 0.97136], [2.35336, 2.29141, -1.64645], [6.64884, -0.82068, 0.95418], [4.69380, 2.59032, -1.05823], [-4.75745, 2.66875, -3.45809], [0.64421, -5.55799, -2.26077], [-2.40362, -0.59392, 6.05216], [-2.27526, -0.59594, 3.52686], [-0.99708, -4.92652, -1.97178], [0.21826, -5.09329, -0.20632], [-0.68937, 0.31065, -3.99220], [4.68700, -1.74196, -0.09917], [-0.32995, -0.37259, -0.50794], [-1.02919, 3.91361, -1.19408], [-0.43826, -4.30131, 0.74961], [-4.55149, -0.49266, 0.38187], [1.58208, -6.70751, -0.54882], [-0.56971, 1.62857, -1.44184], [0.63468, 2.72874, -6.85026], [-1.34066, -0.02468, 4.29540], [-5.60988, 3.18059, -5.73109], [-1.84022, 4.91745, -0.74433], [-2.06296, 1.75254, -5.26802], [-1.88454, -3.53644, 3.01374], [1.92913, -2.19015, 0.92509], [-2.55707, -0.04173, -0.90585], [-4.61299, 2.77524, -5.60092], [-2.86394, 1.97312, -4.15471], [-3.80802, 2.53625, -6.70543], [-0.20474, 0.62076, 3.77727], [-2.65052, 2.26230, -0.44095], [5.73559, -0.40243, 0.53433], [-0.91575, 0.30111, 1.53383], [-0.61126, 0.50079, 6.53740], [-3.44374, 3.32743, 0.02281], [-4.41301, 0.58604, 0.39190], [0.50893, 1.15703, 6.03303], [-1.37266, 2.52816, -1.04454], [-4.39232, 3.09927, 0.49476], [0.05190, -4.84597, -1.67970], [1.69005, -8.29260, 2.48826], [0.38813, 1.62728, -5.60838], [4.46917, 4.65949, 0.21410], [3.65647, -0.34320, 1.79017], [0.53377, 0.02054, -3.70276], [-1.72295, -2.71026, 0.13467], [2.99263, -7.12009, 2.66688], [-0.70420, -4.20402, 4.17152], [-3.13602, 0.89789, -0.35973], [0.64459, -5.59847, 2.48460], [5.46739, 0.37363, 2.54898], [-4.17447, 2.75077, -7.70242], [-4.33633, 0.93354, 1.42396], [1.27172, 1.15564, 0.51843], [-1.52518, -0.07985, 5.68141], [-0.08406, 4.12803, -1.67814]], "forces_ev_per_angstrom": [[-0.01, 0.01, -0.02], [0.03, -0.02, 0.02], [-0.02, 0.01, 0.01], [0.00, 0.03, 0.01], [0.09, -0.02, -0.03], [-0.06, -0.04, -0.08], [0.00, -0.01, 0.01], [-0.01, 0.04, 0.00], [0.01, 0.00, -0.01], [0.00, -0.02, -0.02], [0.02, 0.03, -0.02], [0.00, -0.03, 0.04], [-0.02, -0.01, -0.02], [-0.05, 0.02, -0.05], [0.00, 0.00, 0.00], [0.00, 0.00, -0.02], [0.00, 0.04, -0.04], [-0.01, 0.00, 0.05], [0.09, -0.10, -0.01], [0.00, 0.00, 0.00], [-0.01, 0.01, -0.01], [0.01, -0.06, 0.01], [-0.12, 0.01, 0.03], [-0.01, 0.01, 0.00], [-0.01, 0.00, 0.00], [0.02, 0.02, 0.00], [0.04, 0.00, 0.01], [0.00, 0.00, 0.00], [0.02, -0.01, 0.01], [-0.01, -0.02, 0.00], [-0.03, -0.01, 0.02], [-0.04, -0.01, 0.04], [-0.06, 0.02, 0.07], [0.01, 0.00, 0.01], [-0.02, -0.02, 0.00], [0.11, 0.15, -0.09], [-0.01, 0.00, 0.00], [-0.01, -0.01, 0.08], [0.12, 0.05, 0.03], [0.00, -0.01, 0.00], [-0.04, -0.04, 0.00], [0.03, 0.00, 0.00], [-0.01, 0.01, 0.02], [0.01, 0.01, 0.00], [-0.07, -0.02, 0.06], [0.00, 0.00, 0.00], [-0.01, 0.01, 0.01], [-0.06, 0.03, -0.12], [0.01, 0.01, -0.01], [0.00, 0.54, -0.10], [0.05, 0.02, -0.02], [0.04, 0.03, 0.00], [0.00, 0.00, 0.00], [0.00, 0.00, 0.01], [-0.01, -0.04, 0.10], [0.01, 0.00, -0.02], [-0.02, 0.05, -0.02], [0.02, -0.01, 0.00], [0.02, 0.01, -0.01], [0.01, 0.01, 0.00], [0.00, -0.01, 0.00], [0.06, -0.03, -0.03], [-0.05, -0.08, 0.14], [-0.01, 0.01, -0.02], [-0.06, -0.01, -0.04], [0.01, 0.00, 0.00], [0.00, 0.00, 0.02], [0.02, 0.09, 0.04], [0.01, -0.01, 0.00], [0.02, -0.01, -0.07], [-0.01, 0.01, 0.00], [-0.02, -0.06, -0.01], [-0.04, 0.04, 0.01], [0.01, 0.00, 0.00], [0.04, 0.00, 0.09], [0.00, 0.01, 0.00], [0.00, -0.01, -0.01], [0.00, 0.01, 0.00], [0.04, 0.04, 0.07], [0.00, 0.01, 0.00], [0.01, -0.04, -0.11], [0.04, -0.06, 0.04], [-0.16, -0.30, -0.05], [-0.01, 0.00, -0.01], [0.02, 0.02, -0.01], [0.00, -0.09, -0.10], [-0.01, -0.04, 0.00], [0.00, 0.00, 0.01], [0.00, 0.00, 0.01], [0.00, -0.01, 0.00], [0.09, -0.11, 0.04], [-0.01, -0.03, 0.01], [0.01, -0.01, 0.00]], "mulliken_charge": [-1.278, -0.550, 0.930, -1.542, 0.106, -0.121, 0.352, -0.858, 0.351, -0.666, 0.209, 0.163, 0.136, -0.627, 0.299, 0.263, -0.421, -0.340, 0.546, 0.364, -0.102, -0.559, -0.671, 0.428, 0.389, 0.184, 1.804, 0.339, 0.446, 0.371, -0.195, -0.411, -0.660, -1.493, 0.434, 0.207, 0.372, -0.240, 0.060, 0.376, 0.109, 0.417, 0.351, 0.419, -0.657, 0.333, 1.491, -0.722, -0.140, 0.894, -0.836, -0.741, 0.333, 0.149, 0.429, -0.453, 0.293, 0.371, -0.651, -0.308, 0.350, 0.195, -0.440, -0.546, 0.407, -0.563, 0.102, 0.735, -0.524, 0.273, -0.250, -0.934, -1.924, -0.859, 0.110, 0.354, -1.625, 0.315, 0.344, 0.393, -0.104, 0.117, -0.140, 0.320, 0.366, 1.049, -1.188, 0.375, 0.338, 0.429, 1.404, -0.795, 0.437], "multiplicity": 5, "energy_ha": -6364.2217, "total_charge": -2}

***

(2)
{"formula": "C38H37N3O3PSiTc", "method": "ωB97M-V/def2-TZVPD", "species": ["H", "H", "N", "H", "C", "Si", "H", "H", "H", "H", "H", "N", "H", "H", "H", "C", "H", "C", "C", "H", "H", "H", "H", "C", "O", "H", "C", "C", "C", "C", "C", "H", "C", "C", "H", "C", "C", "H", "H", "H", "Tc", "H", "C", "C", "C", "C", "H", "C", "C", "C", "C", "C", "H", "C", "C", "H", "H", "H", "C", "C", "C", "H", "C", "C", "N", "C", "H", "O", "H", "H", "C", "O", "C", "C", "C", "C", "H", "C", "C", "P", "H", "H", "H", "H"], "coordinates": [[-2.92880, -5.99333, -1.17100], [1.61217, -3.50598, -0.74277], [0.04934, 1.31520, 1.25085], [1.00780, 0.51098, 0.57437], [-1.79301, -4.21594, -1.60099], [0.70357, 2.53418, -0.62164], [2.39339, -0.78166, 2.52309], [-2.70317, -5.74158, 1.28613], [4.74426, -1.46842, 2.50930], [0.84456, -2.27543, -1.81863], [0.78416, 4.50302, 0.86537], [-0.54313, -0.76564, -1.79749], [-1.30782, -0.78509, 6.42906], [1.38654, 0.05212, -2.18012], [-2.10079, 0.79440, 4.68729], [4.50755, -2.85992, 0.88517], [-2.16169, 2.81019, -4.72522], [-0.91101, 2.32542, 1.22697], [1.77658, -2.11674, 0.92192], [3.10054, 3.07984, -0.84776], [3.96742, -4.14250, -0.75539], [-1.90939, -2.25972, -5.12054], [0.07809, -2.73995, 5.78342], [-0.38098, -1.37770, 2.68077], [-2.78820, 3.30772, 0.07009], [5.55523, -3.14725, 0.87055], [0.06315, -2.25510, 3.68263], [-1.62741, -0.19033, -2.45843], [-1.94758, 2.41273, 0.07652], [0.90715, 1.31604, 2.28558], [-0.27266, -2.04664, 5.02351], [1.60442, 2.19904, 4.11645], [-1.49724, -0.06566, 4.40891], [-0.07908, 3.25622, 3.27339], [0.62035, 3.00919, 1.79596], [0.52352, 4.60637, -2.58660], [-0.91407, -2.98998, 0.32817], [-0.12555, 4.00519, 4.05716], [-0.78452, 3.69266, 0.96940], [-1.31060, 5.03264, -5.42065], [-0.39347, 0.38858, -0.32248], [-0.64442, -2.41547, -1.74926], [-1.53042, -1.84110, -4.19395], [4.05284, -1.91917, 1.80240], [-2.37176, -5.15674, -0.75806], [-2.13100, -0.70895, -3.64744], [-1.52512, 0.43140, 2.32499], [0.29382, 3.52482, 0.88761], [-2.24202, -5.01690, 0.62054], [-0.99045, 3.29658, 2.22037], [0.05193, 3.34729, -2.17829], [-1.08048, -3.13958, -1.06323], [2.72463, 1.53670, -1.62584], [-0.44710, -2.42488, -3.54319], [0.88469, 2.25223, 3.30856], [2.86831, 1.62796, 0.13343], [0.67692, -3.11767, 3.42898], [0.03705, -3.30554, -3.94750], [-2.32980, 1.07025, -1.89016], [2.51221, 2.16187, -0.75299], [2.70612, -1.54122, 1.80836], [0.40797, 6.18250, -4.05212], [3.61571, -3.42057, -0.02278], [2.26567, -3.05155, -0.00410], [-1.75210, 1.44349, -0.77850], [-0.92179, 2.70910, -2.96466], [-2.97640, -0.23158, -4.13087], [1.10365, -0.20645, -1.26703], [-1.89555, -4.31364, -2.67889], [-1.31613, 1.73310, -2.68704], [-1.52268, -3.94179, 1.15581], [-3.28454, 1.56472, -2.48318], [-1.05096, -0.95060, 5.38610], [-0.93107, 4.56317, -4.51750], [-1.40857, 3.31490, -4.12599], [0.00389, -1.85610, -2.36142], [-1.75272, 4.06616, 2.16500], [-1.16683, -0.27923, 3.06786], [0.03409, 5.20832, -3.74849], [0.03574, -1.54981, 0.91742], [-1.46256, -3.87357, 2.23725], [1.79267, -0.85143, -0.96727], [1.63919, 0.51543, 2.26983], [1.27776, 5.13642, -2.00710]], "forces_ev_per_angstrom": [[0.08, 0.14, 0.05], [-0.06, -0.21, 0.34], [-2.87, 3.01, 6.38], [-0.38, -1.56, -2.29], [0.51, 0.65, 0.17], [0.57, 0.15, -2.76], [0.22, -0.77, -0.03], [0.10, 0.14, -0.09], [-0.15, -0.06, -0.09], [0.45, 0.38, -0.93], [0.03, 0.76, 0.28], [-9.74, 0.85, -8.43], [0.05, -0.03, -0.16], [-0.39, 0.06, 0.97], [0.09, -0.13, -0.09], [-0.07, -0.09, -0.12], [0.05, 0.05, 0.13], [-5.94, -5.70, -0.81], [0.61, -0.24, -0.08], [0.05, -0.09, -0.02], [-0.09, 0.10, 0.13], [0.10, 0.00, 0.10], [-0.05, 0.09, -0.16], [-0.20, 0.23, 0.64], [0.89, -0.26, 0.20], [-0.17, 0.02, 0.01], [0.02, 0.02, 0.07], [-0.72, -1.96, -1.25], [-1.63, 2.46, 3.41], [0.24, -0.52, 0.31], [0.03, 0.03, -0.31], [-0.06, -0.02, -0.18], [0.06, -0.28, -0.26], [-1.45, 0.15, 2.81], [2.90, 2.13, -2.70], [-0.32, 0.08, -0.38], [-0.25, -0.56, -0.64], [0.00, -0.08, -0.20], [0.43, 4.66, -2.90], [0.04, -0.07, 0.14], [10.62, -6.26, 6.20], [-5.62, -5.58, 5.23], [0.45, -0.18, 0.29], [-0.49, 0.14, -0.10], [-0.06, -0.01, 0.22], [-0.04, 0.03, 0.26], [-0.20, -0.53, 0.36], [5.45, 3.78, -3.46], [0.19, 0.35, -0.15], [-2.31, 1.46, 6.73], [0.02, 0.14, -0.18], [-2.21, -3.66, 3.38], [0.05, 0.29, 0.09], [0.18, 0.98, -2.64], [-0.30, -0.32, 0.74], [0.09, 0.02, 0.00], [-0.04, 0.15, -0.03], [0.05, 0.11, 0.12], [-4.38, -1.46, -1.97], [0.68, 0.39, 0.13], [0.41, -0.14, 0.04], [-0.05, -0.14, 0.05], [-0.09, 0.20, 0.06], [0.32, 0.04, 0.00], [-4.61, 1.76, -0.56], [1.34, 1.22, -0.98], [0.13, 0.05, 0.17], [12.42, -0.22, -2.13], [0.03, 0.02, 0.09], [2.26, 2.03, -1.83], [-0.13, -0.25, 0.04], [0.05, -0.97, 0.75], [0.04, 0.03, -0.14], [0.01, -0.15, 0.19], [0.15, -0.15, 0.12], [4.49, 3.75, -4.72], [-0.46, -0.29, 0.23], [-0.49, -0.41, 0.53], [0.12, -0.12, 0.25], [-0.73, -1.18, 1.37], [0.09, 0.16, -0.12], [-0.07, 0.79, 0.24], [-0.24, 0.67, -0.11], [-0.09, -0.10, -0.02]], "mulliken_charge": [0.422, 0.428, -0.397, 1.017, -0.653, 2.015, 0.480, 0.449, 0.488, 0.622, 0.520, 1.161, 0.427, 0.601, 0.515, -0.678, 0.450, -0.045, -0.247, 0.506, 0.473, 0.470, 0.433, 0.268, -0.703, 0.421, -0.370, -0.980, 0.402, 0.065, -0.781, 0.414, -0.285, -1.294, -0.260, -1.038, 0.127, 0.487, -0.157, 0.397, -0.804, -0.680, -0.788, -0.953, -0.944, -0.917, -0.260, 0.769, -0.836, -0.092, 0.662, 0.851, 0.250, -1.244, -1.201, 0.351, 0.538, 0.516, 0.943, -1.398, 0.037, 0.415, -1.183, 0.593, -0.060, 0.850, 0.630, -1.309, 0.464, -0.732, -1.342, -0.663, -0.786, -0.785, -0.608, 0.357, 0.613, -0.493, -0.705, 4.355, 0.416, 0.428, -0.789, 0.368], "e_above_lowest_kcal_mol": 0.00, "multiplicity": 4, "total_charge": 1}

***

Question: Which of these has the highest multiplicity?
Answer: C38H37FeN5O4S7Te

***

Question: The highest multiplicity belongs to which entry?
Answer: C38H37FeN5O4S7Te